# 1
Molecular formula: C39H57BF5HfN9S4
Method: DFT, wB97M-V/def2-TZVPD

Output
Kohn-Sham gap = 7.19 eV
energy = -4177.837724 a.u.
HOMO = -0.46878 hartree

ORCA input file:
```
! RIJCOSX wB97M-V def2-TZVPD def2/J DEFGRID3
* xyz 2 1
Hf 0.5989 -0.9002 0.4829
C 1.4038 2.7713 3.9739
C 0.1548 3.6299 3.7787
C -1.0009 3.1693 4.6703
C 0.5028 5.0809 4.1110
N -0.2903 3.5319 2.3738
C -0.5123 4.6010 1.5480
C -1.1466 4.1462 0.4458
N -1.3299 2.7958 0.5762
B -2.3632 2.0845 -0.3115
N -1.8416 1.7612 -1.7180
C -2.6944 1.7585 -2.7889
C -1.9531 1.7345 -3.9148
N -0.6263 1.7266 -3.5525
C -0.5872 1.6851 -2.1965
S 0.7499 1.4283 -1.1588
C 0.4231 1.9140 -4.5744
C 0.5231 0.6311 -5.4032
C -0.0010 3.0842 -5.4735
C 1.7673 2.2533 -3.9391
N -2.9875 0.8057 0.3307
C -4.0924 0.9277 1.1373
C -4.8497 -0.1818 0.9989
N -4.2254 -1.0176 0.1054
C -3.0640 -0.4084 -0.2447
S -1.7573 -1.1272 -1.0964
C -4.9200 -2.0959 -0.6388
C -5.0669 -1.6027 -2.0810
C -6.3036 -2.3383 -0.0397
C -4.1266 -3.4008 -0.6002
C -0.7599 2.4349 1.7364
S -0.6212 0.8095 2.2713
H 1.8057 2.9312 4.9716
H 2.1511 3.0763 3.2472
H 1.1872 1.7113 3.8619
H -0.7150 3.2653 5.7140
H -1.2624 2.1319 4.4771
H -1.8763 3.7918 4.4990
H 0.8258 5.1320 5.1489
H -0.3613 5.7318 4.0026
H 1.3192 5.4407 3.4880
H -0.2155 5.5966 1.7896
H -1.4948 4.6813 -0.4111
H -3.2665 2.8469 -0.4574
H -3.7571 1.7875 -2.6651
H -2.2825 1.7242 -4.9310
H -0.4068 0.4390 -5.9315
H 0.7432 -0.2264 -4.7722
H 1.3148 0.7334 -6.1385
H -0.8540 2.8320 -6.0959
H 0.8202 3.3440 -6.1367
H -0.2469 3.9618 -4.8809
H 2.1829 1.4121 -3.3942
H 1.6732 3.0927 -3.2559
H 2.4668 2.5294 -4.7221
H -4.2647 1.8096 1.7173
H -5.7699 -0.4323 1.4782
H -5.6215 -0.6660 -2.1098
H -5.6051 -2.3371 -2.6706
H -4.0903 -1.4447 -2.5339
H -6.9373 -1.4600 -0.1299
H -6.2408 -2.6418 1.0028
H -6.7766 -3.1453 -0.5911
H -3.1615 -3.2789 -1.0850
H -4.6759 -4.1605 -1.1451
H -4.0007 -3.7489 0.4223
C -2.1164 -2.2888 2.1734
N -0.6606 -2.4398 2.2871
C -0.3271 -2.1767 3.7006
C -0.3025 -3.8369 1.9684
C -0.3517 -4.1488 0.4740
N 0.6864 -3.4576 -0.3225
C 0.3450 -3.6496 -1.7443
C 1.9804 -4.1289 -0.1104
H -2.6297 -2.9979 2.8330
H -2.4291 -2.4738 1.1519
H -2.4069 -1.2817 2.4681
H -0.9501 -2.7831 4.3642
H -0.5036 -1.1267 3.9278
H 0.7131 -2.4084 3.9094
H -0.9939 -4.5221 2.4793
H 0.6974 -4.0330 2.3566
H -1.3228 -3.8704 0.0617
H -0.2458 -5.2362 0.3567
H 0.1043 -4.6982 -1.9512
H 1.1918 -3.3769 -2.3712
H -0.5153 -3.0420 -2.0219
H 1.9271 -5.1785 -0.4173
H 2.2790 -4.0925 0.9337
H 2.7522 -3.6408 -0.6993
F 5.8786 2.5179 4.1272
C 5.0961 1.5316 3.7075
C 4.2383 1.7290 2.6270
F 4.1938 2.8980 1.9851
C 3.4036 0.6986 2.2332
F 2.4700 0.8890 1.2256
C 3.4212 -0.5585 2.8296
S 2.4448 -1.8496 2.2192
C 4.3091 -0.7455 3.9015
F 4.3535 -1.9248 4.5100
C 5.1219 0.2884 4.3489
F 5.9324 0.1018 5.3786
C 5.8595 -0.7554 -3.8159
C 4.7181 -0.8800 -2.8795
C 3.3922 -0.9411 -3.3081
C 2.3701 -1.0254 -2.3822
N 2.5686 -1.0880 -1.0577
C 3.8445 -1.0519 -0.6494
C 4.9215 -0.9392 -1.5013
H 5.5342 -0.7764 -4.8513
H 6.5748 -1.5609 -3.6499
H 6.3880 0.1791 -3.6235
H 3.1617 -0.9146 -4.3621
H 1.3340 -1.0434 -2.7025
H 4.0192 -1.1347 0.4122
H 5.9202 -0.9037 -1.0962
*
```

Löwdin atomic charge list, values in e, 8 entries: 1.370 -0.032 -0.537 -0.020 -0.031 0.021 -0.002 -0.024


# 2
Molecular formula: C3H27NO9S2
Method: DFT, wB97M-V/def2-TZVPD

Output
<S²> = 0.7550
Kohn-Sham gap (alpha / beta) = 10.11 / 4.85 eV
energy = -1658.376049 a.u.
HOMO (alpha / beta) = -0.47892 / -0.47547 hartree

ORCA input file:
```
! RIJCOSX wB97M-V def2-TZVPD def2/J DEFGRID3
* xyz 1 2
N 2.3067 0.2302 -1.8112
C 2.7019 -0.4848 -0.6090
C 2.5201 -2.0805 -0.9239
C 1.8205 0.0329 0.5706
S 2.7720 0.3415 2.0725
S 2.7166 2.3470 2.0152
H 2.7059 -0.0982 -2.6883
H 1.3197 0.4137 -2.0271
H 3.8309 -0.1420 -0.6678
H 1.6658 -2.3772 -1.3853
H 3.5839 -2.4372 -1.3522
H 2.6164 -2.6100 0.0431
H 1.0979 0.7479 0.1453
H 1.3159 -0.9357 0.9399
H 1.5462 2.8406 2.6623
H -0.0126 -2.1801 -2.8386
H -1.0403 -1.4028 -3.5962
O -0.1085 -1.5140 -3.4723
H 0.9915 3.5129 -0.3948
H 1.9094 2.3575 -0.8747
O 0.9875 2.6002 -0.8191
H -3.2325 -0.6099 -3.7151
H -3.4464 -1.9780 -3.0622
O -2.7892 -1.5183 -3.6813
H -3.5142 1.8323 1.5737
H -3.8683 2.0715 0.0914
O -3.1619 2.2545 0.7347
H -2.4018 -2.3580 -0.5646
H -2.7640 -3.8822 -0.3017
O -3.1565 -2.9980 -0.3490
H -1.1144 -2.0844 2.4846
H -2.3459 -2.0014 1.7156
O -1.8148 -1.4892 2.2526
H -1.8859 1.9734 -0.9186
H -0.5994 1.7004 -1.0175
O -1.3452 1.1724 -0.9933
H -0.8878 -0.8340 0.4742
H -1.4608 -0.5277 -0.9429
O -1.1475 -1.2456 -0.4050
H -3.9080 0.0401 1.4904
H -3.4372 -0.0199 2.9601
O -4.0745 0.1825 2.3351
*
```

Löwdin atomic charge list, values in e, 8 entries: 0.270 -0.361 0.033 -0.556 0.504 0.327 0.157 0.131


# 3
Molecular formula: C3H9KNO4
Method: DFT, wB97M-V/def2-TZVPD

Output
Kohn-Sham gap = 4.55 eV
energy = -1075.210920 a.u.
HOMO = -0.10365 hartree

ORCA input file:
```
! RIJCOSX wB97M-V def2-TZVPD def2/J DEFGRID3
* xyz -1 1
K -0.3788 -0.9795 0.1710
C 0.0921 0.3161 3.2337
O -1.0922 -0.2458 2.8234
H 0.0562 0.6277 4.3051
H 0.9848 -0.3337 3.1115
H 0.3152 1.3062 2.7565
C -0.6980 -4.3610 -0.9333
O -1.4463 -3.6806 0.0032
H -0.7530 -5.4637 -0.8319
H -1.0278 -4.1596 -1.9792
H 0.3810 -4.0846 -0.8994
C 0.1416 3.4091 -2.0696
N 0.9820 2.5262 -1.2109
O 0.5697 1.4228 -0.9514
O 2.0408 2.9723 -0.8387
H 0.6613 4.3545 -2.1197
H -0.8192 3.5012 -1.5684
H -0.0093 2.8724 -3.0018
*
```

Löwdin atomic charge list, values in e, 8 entries: 0.822 -0.493 -0.499 0.032 0.031 0.025 -0.486 -0.501


# 4
Molecular formula: C10H7NO
Method: DFT, wB97M-V/def2-TZVPD

Output
Kohn-Sham gap = 8.93 eV
energy = -515.142995 a.u.
HOMO = -0.34280 hartree

ORCA input file:
```
! RIJCOSX wB97M-V def2-TZVPD def2/J DEFGRID3
* xyz 0 1
O 3.4339 -1.4735 -0.6687
C 2.6300 -1.1112 0.2468
C 1.6560 0.0140 0.0910
N 2.1524 1.2741 0.0566
C 1.1825 2.2942 -0.0863
C -0.0654 2.1199 -0.1495
C -0.7591 0.8260 -0.1408
C -2.0823 0.5770 -0.1601
C -2.4881 -0.7359 -0.1794
C -1.6226 -1.7724 -0.0282
C -0.3010 -1.5300 0.0316
C 0.2628 -0.2415 0.0057
H 2.6669 -1.6752 1.4219
H 1.7424 3.3842 0.1258
H -0.8324 2.9842 -0.1876
H -2.5246 1.4439 -0.3321
H -3.5141 -1.0448 -0.1811
H -2.0069 -2.8049 0.0681
H 0.4696 -2.5281 0.0664
*
```

Löwdin atomic charge list, values in e, 8 entries: 0.016 -0.181 -0.223 0.126 -0.176 -0.076 -0.130 -0.027